This record from the OMol25 dataset describes a cluster of 17 separate species, C41H115NO19 in total at a distorted geometry. The level of theory is ωB97M-V/def2-TZVPD.

The LUMO energy comes out at 0.38 eV. The gap between HOMO and LUMO is 9.52 eV.

Last column: Löwdin charge in e.
Geometry (Å):
C 2.80 -0.36 2.99  0.016
C 2.52 -1.64 3.74  -0.490
O 3.06 -1.88 4.82  0.072
O 1.62 -2.52 3.25  0.016
C 1.08 -2.27 1.95  -0.182
C -0.11 -1.34 1.97  -0.156
C -1.17 -1.74 3.01  -0.161
C -1.02 -1.03 4.36  -0.160
C -1.93 0.17 4.48  -0.218
O -1.85 1.05 3.38  -0.127
C -0.68 1.83 3.38  -0.228
C -0.37 2.26 1.95  -0.216
N 1.07 2.30 1.65  0.013
H 2.73 -0.43 1.91  0.061
H 2.16 0.42 3.38  0.069
H 3.81 -0.09 3.23  0.097
H 0.74 -3.24 1.59  0.130
H 1.82 -1.93 1.24  0.086
H 0.24 -0.33 2.13  0.081
H -0.56 -1.41 0.98  0.116
H -1.05 -2.81 3.19  0.110
H -2.17 -1.59 2.61  0.114
H -1.25 -1.70 5.18  0.119
H 0.02 -0.75 4.50  0.095
H -1.74 0.69 5.42  0.125
H -2.95 -0.18 4.53  0.097
H 0.18 1.29 3.78  0.096
H -0.83 2.72 4.00  0.122
H -0.83 3.23 1.75  0.093
H -0.85 1.52 1.31  0.108
H 1.58 1.69 2.27  0.012
H 1.23 1.91 0.73  0.075
C 1.59 -1.69 -3.20  -0.080
C 1.18 -0.84 -2.02  -0.301
O 2.01 -1.05 -0.88  -0.091
H 1.58 -2.74 -2.94  0.070
H 0.92 -1.52 -4.05  0.059
H 2.61 -1.45 -3.52  0.081
H 0.17 -1.10 -1.70  0.094
H 1.19 0.23 -2.28  0.115
H 2.91 -0.80 -1.12  0.072
C 4.55 3.36 0.24  -0.077
C 4.08 2.21 1.10  -0.323
O 3.97 0.99 0.34  -0.097
H 3.87 3.52 -0.59  0.076
H 4.62 4.27 0.83  0.070
H 5.54 3.14 -0.17  0.061
H 3.09 2.41 1.50  0.051
H 4.77 2.05 1.94  0.109
H 4.84 0.79 -0.01  0.084
C -2.81 -2.08 -2.50  -0.074
C -2.03 -2.94 -3.47  -0.315
O -1.85 -2.28 -4.72  -0.089
H -3.78 -1.82 -2.92  0.051
H -2.97 -2.60 -1.55  0.082
H -2.28 -1.15 -2.30  0.071
H -2.57 -3.87 -3.68  0.100
H -1.05 -3.21 -3.06  0.101
H -1.37 -1.46 -4.54  0.069
C -0.51 -4.94 -6.30  -0.076
C 0.80 -4.20 -6.10  -0.317
O 1.52 -4.72 -4.99  -0.098
H -1.12 -4.86 -5.41  0.057
H -1.07 -4.54 -7.15  0.069
H -0.32 -6.01 -6.48  0.077
H 0.61 -3.15 -5.90  0.087
H 1.43 -4.27 -7.00  0.109
H 1.69 -5.66 -5.16  0.062
C -7.38 -1.23 4.53  -0.091
C -6.07 -1.13 5.28  -0.318
O -5.22 -0.14 4.73  -0.096
H -7.20 -1.46 3.48  0.073
H -8.02 -2.01 4.96  0.073
H -7.93 -0.28 4.57  0.064
H -5.53 -2.07 5.23  0.112
H -6.25 -0.91 6.34  0.107
H -5.68 0.71 4.79  0.047
C 9.51 4.38 0.53  -0.080
C 8.14 4.50 1.18  -0.317
O 7.62 3.21 1.51  -0.090
H 9.45 3.77 -0.37  0.060
H 9.90 5.36 0.27  0.079
H 10.21 3.89 1.20  0.067
H 7.43 4.96 0.50  0.107
H 8.19 5.10 2.09  0.098
H 8.23 2.79 2.12  0.073
C -7.91 -1.44 -2.56  -0.097
C -6.47 -1.33 -2.11  -0.314
O -5.80 -0.25 -2.75  -0.084
H -7.95 -1.58 -3.64  0.072
H -8.40 -2.29 -2.08  0.072
H -8.46 -0.53 -2.33  0.061
H -5.92 -2.24 -2.37  0.092
H -6.41 -1.20 -1.02  0.112
H -6.26 0.56 -2.53  0.080
C -5.93 2.85 8.05  -0.087
C -5.75 3.39 6.64  -0.298
O -6.22 2.46 5.66  -0.095
H -5.40 1.90 8.17  0.077
H -5.56 3.56 8.79  0.075
H -6.99 2.67 8.26  0.073
H -4.70 3.55 6.43  0.115
H -6.28 4.34 6.52  0.110
H -7.15 2.31 5.82  0.086
C 1.91 5.33 4.90  -0.085
C 2.07 4.31 3.79  -0.329
O 3.39 4.29 3.26  -0.077
H 2.16 6.33 4.53  0.075
H 0.89 5.34 5.28  0.071
H 2.58 5.11 5.73  0.072
H 1.41 4.54 2.95  0.102
H 1.81 3.31 4.16  0.098
H 4.00 4.07 3.98  0.088
C 2.57 -7.42 -1.37  -0.089
C 2.42 -6.74 -2.72  -0.327
O 1.86 -7.62 -3.70  -0.088
H 3.20 -8.31 -1.45  0.075
H 3.02 -6.74 -0.64  0.075
H 1.60 -7.74 -0.99  0.072
H 3.40 -6.44 -3.10  0.115
H 1.80 -5.85 -2.64  0.099
H 0.99 -7.88 -3.39  0.082
C -5.76 -4.97 -5.05  -0.084
C -6.87 -5.51 -4.16  -0.314
O -7.63 -4.46 -3.57  -0.093
H -5.10 -4.32 -4.48  0.062
H -5.17 -5.78 -5.48  0.075
H -6.18 -4.38 -5.87  0.076
H -6.45 -6.08 -3.34  0.110
H -7.53 -6.17 -4.73  0.108
H -8.02 -3.94 -4.28  0.073
C -0.10 -2.37 -9.40  -0.089
C -1.03 -1.18 -9.61  -0.320
O -2.30 -1.39 -9.00  -0.081
H -0.56 -3.28 -9.79  0.079
H 0.86 -2.21 -9.88  0.076
H 0.07 -2.53 -8.33  0.050
H -1.22 -1.03 -10.67  0.110
H -0.57 -0.27 -9.21  0.108
H -2.16 -1.51 -8.05  0.073
C -2.09 5.72 -0.33  -0.092
C -1.96 4.72 -1.47  -0.322
O -0.60 4.58 -1.87  -0.085
H -1.69 6.69 -0.63  0.076
H -3.13 5.85 -0.04  0.074
H -1.52 5.39 0.54  0.058
H -2.51 5.07 -2.35  0.110
H -2.36 3.75 -1.18  0.106
H -0.10 4.27 -1.11  0.068
C -11.00 -0.25 0.92  -0.088
C -9.58 0.08 0.48  -0.320
O -9.56 1.13 -0.48  -0.089
H -11.60 -0.54 0.07  0.077
H -11.00 -1.07 1.64  0.073
H -11.47 0.61 1.39  0.071
H -9.12 -0.79 0.00  0.093
H -8.96 0.36 1.34  0.106
H -9.95 1.91 -0.08  0.078
C 9.64 1.19 -2.98  -0.092
C 10.85 2.03 -2.61  -0.326
O 11.42 1.62 -1.37  -0.089
H 8.89 1.26 -2.19  0.072
H 9.20 1.52 -3.92  0.074
H 9.92 0.14 -3.07  0.072
H 10.57 3.08 -2.50  0.101
H 11.62 1.97 -3.40  0.108
H 11.67 0.70 -1.47  0.076
C 10.65 4.67 4.37  -0.084
C 10.18 3.49 5.20  -0.314
O 10.07 2.31 4.42  -0.086
H 9.96 4.83 3.54  0.048
H 10.70 5.58 4.96  0.077
H 11.63 4.48 3.94  0.078
H 9.18 3.68 5.61  0.111
H 10.86 3.32 6.04  0.108
H 10.94 2.11 4.06  0.079



This record from the OMol25 dataset describes the molecule C3H5N at a distorted geometry. The level of theory is ωB97M-V/def2-TZVPD.

The LUMO energy comes out at 0.68 eV. The gap between HOMO and LUMO is 9.93 eV. As for the energy relative to the best compared isomer or geometry (same formula, charge and spin): 1.6303 eV.

Last column: Löwdin charge in e.
Geometry (Å):
C 1.33 -0.55 0.91  0.016
C 0.40 0.18 0.32  -0.286
N -0.43 -0.34 -0.67  -0.050
C -1.44 0.34 -1.07  -0.034
H 2.01 -0.36 1.73  0.053
H 1.66 -1.48 0.44  0.061
H 0.22 1.22 0.60  0.101
H -1.98 -0.14 -1.87  0.067
H -1.77 1.13 -0.39  0.072



This record from the OMol25 dataset describes a structure of composition C14H29N5O11P2ReS2. The level of theory is ωB97M-V/def2-TZVPD.

The multiplicity is 4. As for the total charge: +2. The LUMO energy (spin up / spin down) comes out at -5.95 / -7.87 eV. The gap between HOMO and LUMO (spin up / spin down) is 9.80 / 8.09 eV. As for the energy relative to the best compared isomer or geometry (same formula, charge and spin): 0.0912 eV.

Last column: Mulliken spin population.
Geometry (Å):
Re -0.77 0.59 -1.62  2.487
C -2.80 -1.55 -2.41  -0.038
C -2.92 -1.33 -0.92  0.042
N -1.60 -0.97 -0.34  0.015
C -0.64 -2.10 -0.08  0.023
C 0.14 -2.58 -1.29  0.022
S 0.71 -1.21 -2.38  -0.044
C -0.09 -1.58 -3.99  0.019
C -1.37 -0.78 -4.28  0.019
N -2.10 -0.38 -3.04  0.067
H -3.78 -1.69 -2.86  -0.003
H -2.21 -2.44 -2.62  0.002
H -3.33 -2.22 -0.43  0.001
H -3.60 -0.49 -0.71  -0.007
H -1.79 -0.58 0.58  0.007
H -1.20 -2.94 0.34  0.003
H 0.05 -1.74 0.68  -0.009
H -0.42 -3.27 -1.92  -0.002
H 1.04 -3.09 -0.95  -0.003
H -0.25 -2.66 -4.01  -0.001
H 0.66 -1.35 -4.74  0.000
H -2.04 -1.38 -4.90  0.001
H -1.13 0.13 -4.81  -0.007
H -2.79 0.32 -3.32  0.016
O 0.05 3.62 -0.88  0.016
P -1.52 3.63 -1.10  0.024
O -2.31 4.47 -0.23  0.001
O -1.89 2.07 -1.01  0.124
O -1.64 3.94 -2.68  0.022
P -1.23 2.90 -3.86  0.018
O -2.63 2.12 -4.11  0.009
O -0.67 3.50 -5.05  0.000
O -0.38 1.79 -3.13  0.094
H 0.47 4.49 -0.88  -0.003
H -3.17 2.57 -4.77  -0.002
C 1.58 -3.66 4.22  0.000
C 2.24 -2.31 4.48  0.000
S 1.51 -1.07 3.46  0.001
O 0.12 -0.89 3.82  0.000
O 1.80 -1.35 2.06  0.000
C 2.39 0.43 3.88  0.001
C 1.69 1.66 3.33  -0.001
N 1.53 1.59 1.86  0.009
C 0.36 1.34 1.25  0.001
N 0.59 1.03 -0.04  0.080
C 1.95 1.12 -0.25  -0.006
C 2.52 1.44 0.91  -0.024
N 3.93 1.68 1.14  0.000
O 4.65 1.47 0.20  -0.001
O 4.25 2.08 2.24  0.001
C -0.96 1.42 1.93  0.013
H 1.99 -4.39 4.91  0.000
H 1.77 -4.01 3.21  0.000
H 0.50 -3.61 4.39  0.000
H 3.30 -2.31 4.25  0.000
H 2.09 -1.98 5.51  0.000
H 3.41 0.31 3.51  0.000
H 2.41 0.51 4.97  0.000
H 2.26 2.55 3.58  0.000
H 0.70 1.75 3.75  0.000
H 2.42 0.97 -1.21  0.016
H -1.03 2.36 2.50  0.004
H -1.08 0.60 2.64  0.005
H -1.77 1.45 1.21  -0.010



This record from the OMol25 dataset describes a structure of composition C9H17AlBr2F4NO3S at a distorted geometry. The level of theory is ωB97M-V/def2-TZVPD.

As for the total charge: -1. The LUMO energy comes out at 2.59 eV. The gap between HOMO and LUMO is 7.80 eV.

Last column: Löwdin charge in e.
Geometry (Å):
C 0.49 -1.83 -5.19  -0.158
C -0.12 -0.38 -5.35  -0.809
Br -2.09 -0.42 -5.71  0.571
C 0.27 0.60 -4.14  -0.690
Br -0.48 2.40 -4.67  0.520
Al -0.57 0.05 -2.34  0.144
N -1.81 1.44 -1.86  -0.093
O -1.62 -1.50 -2.58  -0.256
C 0.80 -0.37 -0.87  -0.331
F 0.06 -0.76 0.29  -0.028
F 1.60 -1.48 -1.30  -0.030
C 1.76 0.80 -0.45  -0.273
F 1.17 1.70 0.46  0.008
F 2.33 1.48 -1.52  0.033
H 1.39 -1.76 -4.50  0.079
H 0.82 -2.26 -6.19  0.075
H -0.23 -2.54 -4.68  0.066
H 0.34 0.10 -6.27  0.068
H 1.39 0.70 -4.11  0.047
H -2.24 1.26 -0.95  -0.029
H -2.53 1.42 -2.60  -0.030
H -1.01 -2.24 -2.42  -0.011
H 2.63 0.34 0.13  0.162
C -0.27 -0.75 3.59  -0.223
C 0.30 0.65 3.31  -0.220
C -0.24 1.58 4.40  -0.219
S -0.52 0.56 5.85  0.663
O -1.94 0.54 6.12  -0.330
O 0.45 0.89 6.86  -0.342
C -0.06 -0.99 5.09  -0.239
H 0.23 -1.51 3.00  0.113
H -1.33 -0.77 3.35  0.125
H 1.39 0.61 3.36  0.122
H 0.02 1.00 2.32  0.095
H 0.48 2.36 4.65  0.103
H -1.19 2.03 4.11  0.107
H -0.68 -1.79 5.48  0.105
H 0.99 -1.17 5.32  0.106



What did the third record say?
This record from the OMol25 dataset describes a structure of composition C14H29N5O11P2ReS2. The level of theory is ωB97M-V/def2-TZVPD.

The multiplicity is 4. As for the total charge: +2. The LUMO energy (spin up / spin down) comes out at -5.95 / -7.87 eV. The gap between HOMO and LUMO (spin up / spin down) is 9.80 / 8.09 eV. As for the energy relative to the best compared isomer or geometry (same formula, charge and spin): 0.0912 eV.

Last column: Mulliken spin population.
Geometry (Å):
Re -0.77 0.59 -1.62  2.487
C -2.80 -1.55 -2.41  -0.038
C -2.92 -1.33 -0.92  0.042
N -1.60 -0.97 -0.34  0.015
C -0.64 -2.10 -0.08  0.023
C 0.14 -2.58 -1.29  0.022
S 0.71 -1.21 -2.38  -0.044
C -0.09 -1.58 -3.99  0.019
C -1.37 -0.78 -4.28  0.019
N -2.10 -0.38 -3.04  0.067
H -3.78 -1.69 -2.86  -0.003
H -2.21 -2.44 -2.62  0.002
H -3.33 -2.22 -0.43  0.001
H -3.60 -0.49 -0.71  -0.007
H -1.79 -0.58 0.58  0.007
H -1.20 -2.94 0.34  0.003
H 0.05 -1.74 0.68  -0.009
H -0.42 -3.27 -1.92  -0.002
H 1.04 -3.09 -0.95  -0.003
H -0.25 -2.66 -4.01  -0.001
H 0.66 -1.35 -4.74  0.000
H -2.04 -1.38 -4.90  0.001
H -1.13 0.13 -4.81  -0.007
H -2.79 0.32 -3.32  0.016
O 0.05 3.62 -0.88  0.016
P -1.52 3.63 -1.10  0.024
O -2.31 4.47 -0.23  0.001
O -1.89 2.07 -1.01  0.124
O -1.64 3.94 -2.68  0.022
P -1.23 2.90 -3.86  0.018
O -2.63 2.12 -4.11  0.009
O -0.67 3.50 -5.05  0.000
O -0.38 1.79 -3.13  0.094
H 0.47 4.49 -0.88  -0.003
H -3.17 2.57 -4.77  -0.002
C 1.58 -3.66 4.22  0.000
C 2.24 -2.31 4.48  0.000
S 1.51 -1.07 3.46  0.001
O 0.12 -0.89 3.82  0.000
O 1.80 -1.35 2.06  0.000
C 2.39 0.43 3.88  0.001
C 1.69 1.66 3.33  -0.001
N 1.53 1.59 1.86  0.009
C 0.36 1.34 1.25  0.001
N 0.59 1.03 -0.04  0.080
C 1.95 1.12 -0.25  -0.006
C 2.52 1.44 0.91  -0.024
N 3.93 1.68 1.14  0.000
O 4.65 1.47 0.20  -0.001
O 4.25 2.08 2.24  0.001
C -0.96 1.42 1.93  0.013
H 1.99 -4.39 4.91  0.000
H 1.77 -4.01 3.21  0.000
H 0.50 -3.61 4.39  0.000
H 3.30 -2.31 4.25  0.000
H 2.09 -1.98 5.51  0.000
H 3.41 0.31 3.51  0.000
H 2.41 0.51 4.97  0.000
H 2.26 2.55 3.58  0.000
H 0.70 1.75 3.75  0.000
H 2.42 0.97 -1.21  0.016
H -1.03 2.36 2.50  0.004
H -1.08 0.60 2.64  0.005
H -1.77 1.45 1.21  -0.010



- What is the formula in the first record?
  C41H115NO19